--- i ---
{"formula": "C6H14O2", "method": "wB97M-V/def2-TZVPD", "lumo_energy_ev": [-5.788, -9.595], "charge": 1, "homo_energy_ev": [-14.87, -14.86], "multiplicity": 2, "symbols": ["O", "C", "C", "C", "C", "C", "C", "H", "H", "H", "H", "H", "H", "H", "H", "H", "H", "H", "H", "H", "H", "O"], "positions_angstrom": [[-1.940, 1.370, 0.299], [-2.435, 0.361, -0.134], [-1.721, -0.826, -0.719], [-0.286, -0.969, -0.220], [0.671, 0.016, -0.882], [2.042, -0.617, -1.144], [0.934, 1.265, -0.023], [-3.547, 0.364, -0.106], [-1.746, -0.757, -1.811], [-2.363, -1.653, -0.410], [-0.269, -0.900, 0.872], [0.038, -1.995, -0.413], [0.269, 0.449, -1.796], [2.517, -0.759, -0.163], [2.729, 0.000, -1.715], [1.988, -1.639, -1.520], [1.666, 1.174, 0.774], [1.218, 2.131, -0.617], [0.029, 1.592, 0.553], [0.022, 0.493, 2.258], [-0.227, 0.558, 3.799], [0.412, 0.343, 3.119]], "mulliken_charge": [-0.12, 0.23, -0.64, -0.94, 0.95, -1.64, -1.47, 0.39, 0.42, 0.40, 0.30, 0.42, 0.34, 0.41, 0.38, 0.40, 0.42, 0.38, 0.37, 0.31, 0.28, -0.63]}

--- ii ---
{"formula": "C6H14O2", "method": "wB97M-V/def2-TZVPD", "lumo_energy_ev": [-6.037, -9.765], "charge": 1, "homo_energy_ev": [-14.89, -14.89], "multiplicity": 2, "symbols": ["O", "C", "C", "C", "C", "C", "C", "H", "H", "H", "H", "H", "H", "H", "H", "H", "H", "H", "H", "H", "H", "O"], "positions_angstrom": [[-0.976, -3.257, -1.631], [-0.453, -2.207, -1.508], [-0.169, -1.724, -0.045], [0.731, -0.509, -0.001], [0.232, 0.776, -0.646], [1.504, 1.608, -0.993], [-0.623, 1.668, 0.242], [-0.055, -1.569, -2.322], [0.293, -2.565, 0.474], [-1.136, -1.595, 0.444], [0.895, -0.296, 1.062], [1.697, -0.764, -0.438], [-0.317, 0.542, -1.578], [2.059, 1.789, -0.070], [1.227, 2.582, -1.386], [2.162, 1.059, -1.667], [-0.727, 2.704, -0.083], [-1.648, 1.344, 0.379], [-0.135, 1.743, 1.221], [-1.429, 0.207, 3.281], [-1.598, -0.798, 2.149], [-1.535, -0.739, 3.115]], "mulliken_charge": [-0.05, 0.06, -0.43, -0.79, 0.90, -1.55, -1.52, 0.46, 0.45, 0.19, 0.48, 0.37, 0.09, 0.38, 0.43, 0.39, 0.41, 0.35, 0.33, 0.34, 0.32, -0.61]}

Taking the most stable structure as the zero point, the relative energies in hartree are i 0.0029; ii 0.0000.

--- i ---
{"formula": "C16H54N4O9", "method": "wB97M-V/def2-TZVPD", "lumo_energy_ev": 0.093, "smiles": "COC[C@H](C)N.COC[C@H](C)N.COC[C@H](C)N.COC[C@H](C)N.O.O.O.O.O", "homo_energy_ev": -9.09, "symbols": ["C", "O", "C", "C", "C", "N", "H", "H", "H", "H", "H", "H", "H", "H", "H", "H", "H", "C", "O", "C", "C", "C", "N", "H", "H", "H", "H", "H", "H", "H", "H", "H", "H", "H", "C", "O", "C", "C", "C", "N", "H", "H", "H", "H", "H", "H", "H", "H", "H", "H", "H", "C", "O", "C", "C", "C", "N", "H", "H", "H", "H", "H", "H", "H", "H", "H", "H", "H", "O", "H", "H", "O", "H", "H", "O", "H", "H", "O", "H", "H", "O", "H", "H"], "positions_angstrom": [[7.088, -5.791, -0.740], [6.395, -4.596, -0.943], [5.327, -4.457, -0.048], [4.498, -3.263, -0.467], [5.203, -1.957, -0.117], [3.153, -3.395, 0.110], [7.956, -5.780, -1.392], [6.460, -6.660, -0.986], [7.401, -5.898, 0.309], [4.694, -5.357, -0.042], [5.720, -4.325, 0.974], [4.427, -3.326, -1.555], [5.606, -1.959, 0.898], [4.502, -1.119, -0.195], [6.017, -1.731, -0.812], [2.592, -2.584, -0.161], [3.229, -3.341, 1.125], [-1.522, 6.417, -1.236], [-2.185, 5.907, -2.368], [-3.432, 5.356, -2.046], [-4.090, 4.845, -3.305], [-3.213, 3.844, -4.023], [-4.358, 5.967, -4.215], [-0.634, 6.945, -1.582], [-1.207, 5.618, -0.552], [-2.148, 7.139, -0.692], [-3.288, 4.514, -1.355], [-4.061, 6.124, -1.572], [-5.037, 4.340, -3.053], [-3.017, 2.962, -3.412], [-2.263, 4.295, -4.309], [-3.685, 3.500, -4.949], [-5.034, 6.608, -3.817], [-4.722, 5.648, -5.103], [-0.442, 1.556, -0.316], [0.665, 0.897, 0.251], [0.368, -0.334, 0.953], [-0.184, -1.425, 0.078], [-0.395, -2.699, 0.890], [0.800, -1.652, -0.987], [-1.114, 0.875, -0.839], [-0.072, 2.308, -1.011], [-1.013, 2.086, 0.463], [1.342, -0.649, 1.323], [-0.309, -0.110, 1.788], [-1.159, -1.152, -0.347], [-1.169, -2.563, 1.650], [0.518, -3.073, 1.351], [-0.761, -3.491, 0.230], [0.658, -2.525, -1.486], [0.697, -0.935, -1.701], [0.957, -0.790, 4.602], [-0.396, -1.136, 4.753], [-1.234, -0.014, 4.762], [-2.657, -0.426, 4.940], [-3.072, -1.464, 3.914], [-3.469, 0.804, 4.952], [1.324, -0.190, 5.443], [1.109, -0.181, 3.702], [1.519, -1.716, 4.511], [-0.958, 0.697, 5.558], [-1.152, 0.562, 3.816], [-2.766, -0.854, 5.943], [-2.942, -1.089, 2.893], [-4.092, -1.813, 4.074], [-2.412, -2.332, 3.998], [-4.433, 0.572, 4.718], [-3.196, 1.402, 4.169], [2.492, 1.866, -1.729], [1.949, 1.482, -1.024], [3.398, 1.761, -1.426], [2.080, 1.980, 2.570], [1.553, 1.772, 1.783], [1.513, 2.540, 3.109], [-3.693, 0.364, -3.292], [-4.282, 0.769, -2.646], [-4.004, 0.685, -4.145], [-0.054, -3.410, -3.590], [0.861, -3.561, -3.850], [-0.552, -3.425, -4.414], [-2.943, -2.463, -3.003], [-3.198, -1.532, -3.122], [-2.054, -2.462, -2.628]], "mulliken_charge": [-0.73, -0.29, -0.74, 0.40, -1.30, -0.52, 0.25, 0.29, 0.30, 0.43, 0.32, 0.26, 0.31, 0.28, 0.36, 0.07, 0.25, -0.69, -0.31, -0.64, 0.59, -1.18, -0.66, 0.26, 0.22, 0.30, 0.30, 0.39, 0.15, 0.18, 0.32, 0.36, 0.23, 0.22, -0.89, -0.28, 0.22, 0.26, -1.38, -0.43, 0.30, 0.28, 0.24, 0.33, -0.38, 0.30, 0.17, 0.25, 0.45, 0.22, 0.23, -0.52, -0.31, -0.39, 0.54, -1.25, -0.69, 0.32, 0.19, 0.22, 0.34, 0.00, 0.20, 0.20, 0.43, 0.32, 0.28, 0.26, -0.69, 0.47, 0.29, -0.66, 0.35, 0.29, -0.71, 0.31, 0.30, -0.59, 0.28, 0.30, -0.65, 0.38, 0.34]}

--- ii ---
{"formula": "C16H54N4O9", "method": "wB97M-V/def2-TZVPD", "lumo_energy_ev": 0.149, "smiles": "COC[C@H](C)N.COC[C@H](C)N.COC[C@H](C)N.COC[C@H](C)N.O.O.O.O.O", "homo_energy_ev": -9.21, "symbols": ["C", "O", "C", "C", "C", "N", "H", "H", "H", "H", "H", "H", "H", "H", "H", "H", "H", "C", "O", "C", "C", "C", "N", "H", "H", "H", "H", "H", "H", "H", "H", "H", "H", "H", "C", "O", "C", "C", "C", "N", "H", "H", "H", "H", "H", "H", "H", "H", "H", "H", "H", "C", "O", "C", "C", "C", "N", "H", "H", "H", "H", "H", "H", "H", "H", "H", "H", "H", "O", "H", "H", "O", "H", "H", "O", "H", "H", "O", "H", "H", "O", "H", "H"], "positions_angstrom": [[-1.484, -2.101, 0.899], [-2.501, -2.004, -0.063], [-2.501, -3.018, -1.011], [-3.121, -2.536, -2.312], [-2.829, -3.474, -3.469], [-2.637, -1.171, -2.657], [-1.508, -3.079, 1.407], [-1.646, -1.327, 1.645], [-0.471, -2.048, 0.472], [-1.475, -3.372, -1.245], [-2.958, -3.954, -0.649], [-4.205, -2.439, -2.203], [-3.623, -4.221, -3.568], [-1.841, -3.933, -3.455], [-2.935, -2.928, -4.411], [-1.644, -1.313, -2.887], [-2.481, -0.671, -1.779], [4.674, -2.327, -0.023], [3.990, -3.384, 0.590], [4.821, -4.140, 1.470], [5.864, -4.977, 0.756], [5.259, -5.670, -0.463], [6.398, -5.948, 1.733], [5.414, -1.839, 0.621], [4.031, -1.521, -0.392], [5.173, -2.633, -0.958], [5.298, -3.511, 2.230], [4.113, -4.794, 1.983], [6.675, -4.343, 0.386], [4.519, -6.399, -0.119], [6.034, -6.235, -0.983], [4.795, -4.976, -1.160], [6.027, -6.876, 1.523], [7.376, -6.136, 1.506], [-2.495, 8.133, 4.048], [-2.812, 7.743, 2.720], [-2.002, 6.691, 2.241], [-2.461, 5.335, 2.691], [-1.601, 4.239, 2.060], [-3.882, 5.183, 2.249], [-1.502, 8.573, 4.161], [-2.561, 7.260, 4.708], [-3.263, 8.848, 4.330], [-2.032, 6.710, 1.151], [-0.949, 6.817, 2.536], [-2.414, 5.179, 3.776], [-2.090, 3.267, 2.110], [-0.602, 4.217, 2.491], [-1.519, 4.435, 0.985], [-4.358, 6.017, 2.590], [-4.289, 4.438, 2.817], [1.602, -1.624, -2.008], [0.722, -0.560, -2.201], [1.024, 0.505, -1.333], [0.054, 1.640, -1.556], [0.521, 2.917, -0.866], [-1.283, 1.199, -1.175], [2.616, -1.332, -2.313], [1.311, -2.480, -2.616], [1.618, -1.974, -0.964], [0.966, 0.194, -0.279], [2.042, 0.876, -1.527], [0.010, 1.865, -2.630], [-0.195, 3.728, -0.991], [1.505, 3.267, -1.191], [0.639, 2.736, 0.212], [-1.294, 0.873, -0.212], [-1.996, 1.911, -1.271], [1.960, 1.048, 2.068], [2.644, 1.425, 2.629], [2.122, 0.100, 2.094], [-4.115, 3.046, 0.309], [-4.117, 3.730, 1.002], [-4.231, 3.524, -0.517], [1.997, -5.140, -1.872], [2.310, -4.623, -1.120], [1.039, -5.060, -1.847], [-4.137, 0.373, 0.775], [-4.104, 1.305, 0.491], [-3.627, -0.112, 0.119], [-2.614, 1.112, -4.429], [-1.984, 1.512, -3.824], [-2.768, 0.233, -4.037]], "mulliken_charge": [-0.57, -0.10, -0.51, 0.36, -1.55, -0.67, 0.36, 0.25, 0.01, 0.06, 0.37, 0.34, 0.41, 0.30, 0.39, 0.36, 0.13, -0.65, -0.18, -0.91, 0.63, -1.39, -0.71, 0.38, 0.09, 0.28, 0.36, 0.25, 0.28, 0.33, 0.39, 0.29, 0.29, 0.29, -0.67, -0.39, -0.66, 0.80, -1.69, -0.75, 0.29, 0.29, 0.26, 0.35, 0.36, 0.25, 0.37, 0.46, 0.20, 0.24, 0.32, -0.77, -0.32, -0.45, 0.34, -1.62, 0.01, 0.42, 0.35, 0.13, 0.08, 0.40, 0.16, 0.38, 0.50, 0.20, 0.06, 0.13, -0.56, 0.28, 0.30, -0.70, 0.31, 0.27, -0.63, 0.31, 0.28, -0.72, 0.45, 0.33, -0.71, 0.28, 0.52]}

Taking the most stable structure as the zero point, the relative energies in hartree are i 0.0000; ii 0.0036.